57
Properties=species:S:1:pos:R:3:mulliken_charge:R:1 method="wB97M-V/def2-TZVPD" charge=0 relative_energy_kj_mol=580.0 energy_ha=-1452.21887 orbital_gap_ev=10.09 max_force_ev_per_a=8.3
O 1.35 -2.11 3.14 -0.636
H 1.09 -2.87 2.57 0.334
H 1.83 -2.73 3.72 0.309
O 4.00 -0.51 0.76 -0.650
H 4.09 0.32 1.13 0.327
H 3.38 -0.92 1.37 0.331
O -0.29 1.47 2.10 -0.787
H -0.33 0.65 2.62 0.399
H 0.47 1.42 1.48 0.546
O -0.51 -3.24 -2.16 -0.593
H -0.52 -4.09 -1.45 0.284
H -0.65 -3.96 -2.78 0.219
O 0.03 3.33 -2.76 -0.582
H 0.01 4.06 -2.11 0.321
H 0.72 3.59 -3.33 0.243
O 1.81 -3.55 1.05 -0.712
H 2.68 -3.70 0.90 0.328
H 1.65 -2.60 0.67 0.380
O -2.42 2.15 0.75 -0.521
H -3.32 1.74 0.65 0.294
H -2.09 1.61 1.49 0.210
O -0.62 1.07 -1.36 -0.264
H -0.70 1.69 -1.96 0.203
H -0.81 1.43 -0.47 0.289
O -2.83 -1.30 2.56 -0.590
H -2.61 -0.51 2.98 0.283
H -3.40 -1.92 3.12 0.255
O -2.05 0.70 -4.61 -0.605
H -1.95 -0.22 -4.44 0.344
H -2.84 0.98 -4.22 0.267
O -1.46 4.53 -0.83 -0.635
H -2.14 4.08 -1.35 0.302
H -1.86 4.59 0.02 0.280
O 0.06 -0.17 4.12 -0.783
H 0.51 0.65 4.00 0.286
H 0.47 -1.05 3.90 0.487
O -1.32 -1.04 -2.95 -0.723
H -0.85 -0.29 -2.54 0.330
H -0.77 -1.74 -2.73 0.304
O -2.88 -0.30 -0.89 -0.494
H -3.55 -0.98 -1.20 0.228
H -2.49 0.10 -1.67 0.296
O 1.52 1.30 0.29 -0.562
H 1.77 0.48 -0.10 0.228
H 1.17 1.76 -0.44 0.218
O 3.23 1.96 2.29 -0.646
H 2.76 2.13 1.49 0.360
H 2.82 2.43 3.03 0.277
O 0.96 -1.52 -0.54 -0.445
H 0.63 -1.83 -1.49 0.298
H 0.05 -1.41 -0.22 0.227
O 3.41 0.41 -2.05 -0.539
H 3.38 -0.28 -2.64 0.275
H 3.71 0.03 -1.32 0.259
O -1.27 -2.00 0.60 -0.389
H -1.58 -1.05 0.82 0.241
H -1.47 -2.77 0.96 0.090

63
Properties=species:S:1:pos:R:3:mulliken_charge:R:1 method="wB97M-V/def2-TZVPD" charge=+2 relative_energy_kj_mol=49.3 energy_ha=-3640.83652 orbital_gap_ev=6.44 max_force_ev_per_a=5.5
O 9.78 -28.15 -10.19 -0.606
V 10.72 -28.09 -11.50 -0.191
O 10.06 -26.74 -12.12 2.605
O 10.56 -24.16 -12.46 -0.448
V 9.25 -25.11 -12.23 0.158
O 8.59 -25.19 -13.70 0.310
O 7.39 -28.36 -9.62 -0.724
H 8.36 -28.27 -9.49 0.241
H 7.28 -29.19 -10.11 0.323
O 7.62 -26.31 -11.47 -0.309
H 7.37 -26.92 -10.74 0.315
H 7.15 -26.79 -12.10 0.161
O 11.88 -28.25 -13.24 -0.387
H 11.46 -28.43 -14.04 0.279
H 12.69 -27.73 -13.47 0.305
O 12.42 -27.06 -10.73 -0.495
H 12.53 -26.52 -9.96 0.255
H 13.29 -27.51 -10.90 0.325
O 7.86 -27.58 -13.92 -0.685
H 8.24 -27.04 -14.64 0.175
H 7.07 -27.85 -14.40 0.325
O 9.26 -29.33 -12.44 -0.497
H 8.57 -29.79 -11.95 0.290
H 8.73 -28.82 -13.11 0.385
O 5.51 -25.25 -13.75 -0.606
H 6.02 -24.57 -14.20 0.339
H 5.60 -26.03 -14.34 0.318
O 11.72 -29.85 -10.86 -0.471
H 11.08 -30.19 -10.16 0.387
H 12.55 -29.88 -10.40 0.339
O 9.22 -26.64 -7.91 -0.639
H 8.37 -26.96 -7.60 0.302
H 9.79 -27.38 -7.74 0.280
O 7.91 -25.42 -16.02 -0.691
H 8.39 -25.10 -15.26 0.289
H 8.50 -25.10 -16.73 0.344
O 12.05 -23.37 -10.27 -0.532
H 12.03 -22.51 -10.74 0.267
H 12.48 -23.18 -9.40 0.253
O 8.26 -23.24 -11.76 -0.340
H 7.55 -23.13 -11.15 0.253
H 8.57 -22.36 -11.82 0.245
O 14.34 -24.62 -11.56 -0.583
H 14.64 -25.22 -10.90 0.247
H 13.36 -24.59 -11.56 0.316
O 6.92 -22.83 -14.32 -0.732
H 6.78 -22.30 -13.50 0.288
H 6.69 -22.17 -15.02 0.294
O 10.90 -25.29 -14.89 -0.589
H 10.46 -24.47 -15.10 0.114
H 11.84 -25.14 -14.73 0.341
O 9.94 -25.08 -10.23 -0.414
H 10.66 -24.46 -9.97 0.305
H 9.54 -25.41 -9.45 0.249
O 9.53 -22.93 -14.73 -0.533
H 9.61 -22.52 -15.63 0.372
H 8.58 -23.02 -14.63 0.132
O 9.57 -30.63 -9.44 -0.691
H 9.33 -30.13 -8.68 0.359
H 8.75 -31.00 -9.80 0.282
O 12.35 -23.18 -13.55 -0.729
H 11.57 -23.61 -13.14 0.227
H 12.16 -23.01 -14.45 0.298

58
Properties=species:S:1:pos:R:3:mulliken_charge:R:1 method="wB97M-V/def2-TZVPD" charge=+1 relative_energy_kj_mol=585.6 energy_ha=-1452.51514 orbital_gap_ev=9.97 max_force_ev_per_a=9.2
O 3.98 0.75 -1.99 -0.685
H -0.81 -1.10 1.13 0.101
H 3.59 0.73 -1.02 0.370
O -2.10 -0.06 2.66 -0.607
H -1.39 0.48 2.39 0.399
H -2.39 0.44 3.59 0.368
O -0.93 2.63 -3.62 -0.503
H -1.87 1.14 0.55 0.121
H -1.64 3.28 -3.27 0.286
O -1.33 -2.66 2.84 -0.603
H -1.08 -3.56 3.19 0.262
H 0.12 0.20 -3.79 0.418
O -3.36 2.66 0.55 -0.592
H -3.41 2.59 1.49 0.280
H -2.77 3.41 0.45 0.310
O -0.11 1.34 1.69 -0.632
H 0.37 0.47 1.51 0.178
H 0.49 2.13 1.66 0.246
O -1.19 -1.67 -1.66 -0.509
H -0.48 -2.62 1.46 0.468
H -0.86 -2.50 -2.00 0.244
O -0.57 -2.00 0.78 -0.677
H -0.70 -1.49 -0.90 0.360
O 3.36 1.30 2.20 -0.706
H 2.84 0.46 2.07 0.303
H 3.73 1.20 3.15 0.318
O 1.40 3.32 2.85 -0.599
H 2.23 2.76 2.65 0.350
H 3.47 2.56 -0.64 0.261
O 1.48 -3.63 0.10 -0.674
H -0.22 3.23 -3.58 0.279
H 0.68 -3.24 0.05 0.322
O -0.72 0.39 -4.28 -0.606
H -0.67 -0.60 -4.81 0.501
H 1.42 -4.62 0.37 0.334
O -2.04 0.60 -0.33 -0.576
H 1.58 3.39 3.77 0.294
H 4.45 -0.07 -2.28 0.301
O -4.33 -0.89 0.14 -0.499
H -5.07 -0.99 -0.36 0.220
H -1.57 -2.19 3.64 0.273
O -2.81 0.09 -2.97 -0.669
H -2.59 -0.72 -2.43 0.479
H -1.42 0.26 -3.32 0.603
O 1.88 -2.21 3.51 -0.521
H 1.82 -0.34 -2.64 0.278
H 2.38 -1.88 4.36 0.301
O 1.62 0.46 -3.10 -0.635
H 1.30 -2.77 3.81 0.232
H 2.38 0.90 -3.40 0.311
O 2.76 2.67 0.01 -0.518
H 3.10 2.62 0.79 0.290
H -2.78 0.78 -2.20 0.372
O 1.87 -2.09 -2.05 -0.625
H 1.90 -2.66 -1.35 0.388
H 2.59 -1.37 -2.10 0.250
H -2.97 0.28 -0.01 0.536
H -4.57 -1.58 0.72 0.229

59
Properties=species:S:1:pos:R:3:mulliken_charge:R:1 method="wB97M-V/def2-TZVPD" charge=-1 relative_energy_kj_mol=277.4 energy_ha=-1528.25465 orbital_gap_ev=8.96 max_force_ev_per_a=1.5
O 0.18 -2.28 -0.23 -0.687
H -3.82 1.77 1.58 0.310
O 2.61 -1.81 -1.09 -0.552
H 3.45 -2.27 -1.06 0.217
H 1.89 -2.44 -0.87 0.287
O -1.41 -3.04 3.57 -0.778
H -3.30 3.96 -0.49 0.310
H -1.18 -3.30 2.67 0.355
O -4.00 -3.15 2.59 -0.666
H -3.22 -3.02 3.15 0.403
H -1.73 0.89 4.05 0.216
O -1.25 1.24 3.29 -0.790
H 3.44 0.79 1.98 0.306
H -1.21 -2.09 3.59 0.354
O 1.37 0.23 -5.16 -0.630
H -0.46 -2.27 -0.96 0.356
H -4.22 -2.29 2.24 0.317
O 0.36 0.63 -0.64 -0.068
H 0.50 -0.32 -0.79 0.037
H 0.36 0.77 0.31 0.235
O 2.88 -0.01 -3.00 -0.637
H 2.15 0.02 -4.60 0.393
H -0.95 3.49 -0.67 0.340
O 1.36 -2.95 4.56 -0.639
H 0.87 -3.38 3.86 0.313
H 1.91 -2.24 4.23 0.321
O 2.86 2.50 -1.78 -0.588
H 2.32 2.48 -0.97 0.273
H 3.03 3.46 -1.79 0.289
O 2.90 0.06 2.30 -0.637
H 4.08 2.11 0.83 0.326
H 2.37 -0.22 1.54 0.329
O -4.57 1.22 1.33 -0.695
H 0.46 -2.93 -4.82 0.377
H 0.76 -0.47 -4.95 0.254
O 4.18 2.49 1.71 -0.646
H 5.01 2.96 1.68 0.295
H 2.73 -0.64 -2.25 0.354
O -3.99 3.43 -0.89 -0.654
H 3.33 0.68 -2.50 0.321
H -4.20 2.62 -0.41 0.357
O -0.74 -1.72 -3.58 -0.647
H 0.11 -1.28 -3.68 0.253
H -1.41 -1.41 -4.20 0.289
O -2.59 0.22 -0.13 -0.462
H -1.84 -0.20 0.32 0.213
H -0.74 0.48 2.64 0.454
O 1.15 -3.50 -4.44 -0.625
H -2.42 0.42 -1.05 0.232
H 0.73 -3.58 -3.58 0.314
O -1.03 4.27 -1.23 -0.619
H -0.54 3.92 -1.99 0.330
H -4.19 0.70 0.60 0.363
O -1.58 3.01 1.38 -0.590
H -1.63 2.39 2.17 0.348
H -0.78 2.66 0.98 0.192
O -0.35 -0.49 1.84 -0.798
H 0.24 -0.97 2.43 -0.083
H -0.21 -1.61 0.38 0.258

6
Properties=species:S:1:pos:R:3:mulliken_charge:R:1 method="wB97M-V/def2-TZVPD" charge=0 relative_energy_kj_mol=388.8 energy_ha=-408.78705 orbital_gap_ev="5.94 / 5.94" max_force_ev_per_a=4.2
N -1.26 0.46 -0.15 -0.523
N 1.10 -0.72 0.36 -0.503
I 2.32 0.01 -0.97 0.260
H -1.63 0.02 0.78 0.237
H -0.94 1.39 0.08 0.211
H 0.41 -1.16 -0.11 0.317

9
Properties=species:S:1:pos:R:3:mulliken_charge:R:1 method="wB97M-V/def2-TZVPD" charge=0 relative_energy_kj_mol=30.1 energy_ha=-957.61292 orbital_gap_ev=9.30 max_force_ev_per_a=4.9
N 0.80 0.92 0.75 -0.550
N -0.80 -0.20 -1.05 -0.531
O 1.82 -0.99 -0.61 -0.556
O 0.00 -1.40 1.10 -0.519
S 0.52 -0.60 0.06 1.082
I -2.28 0.63 -0.06 0.212
H -0.07 1.19 1.19 0.241
H 1.03 1.56 0.04 0.299
H -1.04 -1.10 -1.41 0.321

6
Properties=species:S:1:pos:R:3:mulliken_charge:R:1 method="wB97M-V/def2-TZVPD" charge=0 relative_energy_kj_mol=184.0 energy_ha=-695.53588 orbital_gap_ev=9.08 max_force_ev_per_a=1.3
H 1.83 -0.18 -1.33 0.248
N 2.42 -0.12 -0.52 -0.399
P 2.31 0.44 0.92 0.138
H 0.94 0.95 0.95 0.014
I -4.49 0.14 -0.02 -0.093
H -5.86 0.26 0.75 0.092

7
Properties=species:S:1:pos:R:3:mulliken_charge:R:1 method="wB97M-V/def2-TZVPD" charge=0 smiles=[nH]1[pH]s1.I relative_energy_kj_mol=8.9 energy_ha=-1093.73396 orbital_gap_ev=9.08 max_force_ev_per_a=1.8
N 0.85 0.00 0.11 -0.301
P 1.14 1.37 -0.91 0.089
S 0.17 1.41 0.91 -0.092
H 1.61 -0.46 0.56 0.253
H 0.02 1.31 -1.69 0.064
I -2.10 -1.86 1.27 -0.114
H -1.69 -1.75 -0.23 0.100

7
Properties=species:S:1:pos:R:3:mulliken_charge:R:1 method="wB97M-V/def2-TZVPD" s2=2.005 charge=0 spin_multiplicity=3 relative_energy_kj_mol=259.6 energy_ha=-241.00947 orbital_gap_ev="6.91 / 6.60" max_force_ev_per_a=14.8
N 3.32 1.40 -0.03 -0.381
N -0.05 -0.68 0.14 -0.717
N 3.29 0.29 0.00 0.722
O 3.27 -0.87 0.05 -0.350
H 0.16 -0.92 1.16 0.246
H 0.14 0.26 0.15 0.244
H 0.63 -1.11 -0.38 0.237

9
Properties=species:S:1:pos:R:3:mulliken_charge:R:1 method="wB97M-V/def2-TZVPD" charge=0 smiles="NN(S)[N+](=O)[O-]" relative_energy_kj_mol=287.0 energy_ha=-714.52299 orbital_gap_ev=9.37 max_force_ev_per_a=6.9
N -0.53 1.09 -0.50 -0.475
N -0.14 -0.13 0.01 0.017
S -0.23 -1.59 -0.93 -0.066
N 0.78 -0.10 0.97 0.953
O 1.21 1.26 1.24 -0.589
O 1.18 -1.08 1.52 -0.546
H 0.27 1.67 -0.76 0.265
H -1.22 0.97 -1.24 0.265
H -1.31 -2.09 -0.32 0.177

9
Properties=species:S:1:pos:R:3:mulliken_charge:R:1 method="wB97M-V/def2-TZVPD" charge=0 relative_energy_kj_mol=736.7 energy_ha=-391.45963 orbital_gap_ev="9.10 / 7.39" max_force_ev_per_a=2.9
N 1.97 0.14 -0.02 -0.400
N -0.93 -0.95 0.27 -0.184
N -1.73 -0.02 -0.08 1.021
O -2.93 0.01 0.05 -0.606
O -1.08 1.14 -0.37 -0.461
O 0.36 -0.81 -0.01 -0.372
H 2.39 -0.71 -0.39 0.268
H 2.10 0.35 1.01 0.278
H -0.13 0.84 -0.46 0.455

9
Properties=species:S:1:pos:R:3:mulliken_charge:R:1 method="wB97M-V/def2-TZVPD" charge=0 relative_energy_kj_mol=663.4 energy_ha=-391.48757 orbital_gap_ev=9.24 max_force_ev_per_a=1.8
H -0.65 -3.44 -1.95 0.234
N -0.14 -2.57 -1.90 -0.778
N -0.79 -1.54 -1.66 0.588
N -1.55 -0.70 -1.88 0.494
O -2.23 0.24 -1.53 -0.536
O 0.51 1.75 0.46 -0.352
O -0.05 1.08 1.60 -0.323
H -0.12 2.50 0.22 0.339
H 0.75 0.85 2.09 0.334

Among the records above, which one has the highest charge?
H38O23V2